C4H4N2O2 in the gas phase at a distorted geometry, computed with the ωB97M-V functional and the def2-TZVPD basis.

The total energy comes out at -414.58774 a.u. The value obtained for the HOMO-LUMO gap is 8.9140 eV. Its energy above the lowest of the compared OMol25 structures with the same formula, charge and spin is 162.2 kcal per mole. The calculation puts the HOMO energy at -9.51 eV. Its structure (SMILES) is [H]/N=C/N(O)C(=O)C#C. The LUMO energy is -0.593 eV.

Structure (ORCA input):
```
! wB97M-V def2-TZVPD RIJCOSX def2/J DEFGRID3
* xyz 0 1
H -1.11695 2.89138 1.24405
N -0.35932 2.28553 1.06474
C -0.92625 1.18664 0.82050
N -0.14510 0.24768 0.16472
O 1.19812 0.61988 -0.35340
C -0.44419 -0.88653 -0.50271
O -1.67612 -1.10054 -0.37918
C 0.49475 -1.67069 -1.20260
C 1.49385 -2.58119 -0.98983
H -1.86646 0.90735 1.12111
H 1.06775 1.55185 -0.08509
H 2.27993 -3.45136 -0.90230
*
```



C4H4N2O2 in the gas phase at a distorted geometry, computed with the ωB97M-V functional and the def2-TZVPD basis.

The total energy comes out at -414.68918 a.u. The value obtained for the HOMO-LUMO gap is 10.7512 eV. Its energy above the lowest of the compared OMol25 structures with the same formula, charge and spin is 98.5 kcal per mole. The calculation puts the HOMO energy at -10.43 eV. Its structure (SMILES) is C=NO[C@@H](C#N)C=O. The LUMO energy is 0.324 eV.

Structure (ORCA input):
```
! wB97M-V def2-TZVPD RIJCOSX def2/J DEFGRID3
* xyz 0 1
C 0.49702 2.13958 -1.04029
N -0.13958 1.28052 -0.32549
O 0.82214 0.33534 0.11402
C 0.22344 -0.79642 0.55062
C -0.63249 -0.61621 1.75157
N -1.26106 -0.52056 2.69855
C -0.54483 -1.69743 -0.45981
O -0.30416 -1.58000 -1.64847
H -0.00621 3.14125 -1.37760
H 1.57149 2.13647 -1.24381
H 1.02052 -1.38344 0.95830
H -1.24628 -2.43911 0.02240
*
```



C4H4N2O3 in the gas phase at a distorted geometry, computed with the ωB97M-V functional and the def2-TZVPD basis.

The total energy comes out at -489.78667 a.u. The value obtained for the HOMO-LUMO gap (spin up / spin down) is 8.4840 / 6.2678 eV. Its energy above the lowest of the compared OMol25 structures with the same formula, charge and spin is 186.5 kcal per mole. The calculation puts the HOMO energy (spin up / spin down) at -9.40 / -8.00 eV. The LUMO energy (spin up / spin down) is -0.917 / -1.737 eV.

Structure (ORCA input):
```
! wB97M-V def2-TZVPD RIJCOSX def2/J DEFGRID3
* xyz 0 1
C -2.23244 -0.53477 -0.27802
C 0.47609 0.15794 1.23270
C 0.68910 -0.02466 -0.09256
C 2.06348 0.39434 -0.57161
N -0.02690 -0.36185 -1.19233
N -1.82920 -0.05501 0.85119
O -2.53001 0.43862 1.76540
O 0.60488 0.30748 2.36089
O -1.34186 -0.77908 -1.26368
H -3.28763 -1.02196 -0.54648
H 2.77739 1.00593 0.11464
H 2.69513 -0.50010 -0.98699
H 1.94197 0.97312 -1.39316
*
```



C4H4N2OS in the gas phase at a distorted geometry, computed with the ωB97M-V functional and the def2-TZVPD basis.

The total energy comes out at -737.60286 a.u. The value obtained for the HOMO-LUMO gap is 8.4518 eV. Its energy above the lowest of the compared OMol25 structures with the same formula, charge and spin is 104.5 kcal per mole. The calculation puts the HOMO energy at -9.08 eV. Its structure (SMILES) is [H]/N=C(\C#C)N(O)C=S. The LUMO energy is -0.633 eV.

Structure (ORCA input):
```
! wB97M-V def2-TZVPD RIJCOSX def2/J DEFGRID3
* xyz 0 1
H -2.13669 2.38495 0.09488
N -1.16334 1.95641 0.10141
C -1.11075 0.65824 -0.01132
C -2.25913 -0.30108 -0.13003
C -3.19472 -1.05732 -0.22278
N 0.14264 0.06294 0.10466
O 0.04055 -1.32194 0.35270
C 1.29122 0.63899 0.06268
S 2.66295 -0.25327 -0.16146
H -4.07623 -1.68668 -0.21454
H 0.96252 -1.55662 0.37146
H 1.10387 1.71785 -0.12390
*
```



C4H4N2OS in the gas phase at a distorted geometry, computed with the ωB97M-V functional and the def2-TZVPD basis.

The total energy comes out at -737.71440 a.u. The value obtained for the HOMO-LUMO gap is 9.1859 eV. Its energy above the lowest of the compared OMol25 structures with the same formula, charge and spin is 34.6 kcal per mole. The calculation puts the HOMO energy at -9.73 eV. Its structure (SMILES) is CC(=O)S/N=C\C#N. The LUMO energy is -0.543 eV.

Structure (ORCA input):
```
! wB97M-V def2-TZVPD RIJCOSX def2/J DEFGRID3
* xyz 0 1
C -0.00911 -1.81973 1.26893
C 0.04793 -0.40754 0.77374
O 1.01440 0.30682 0.82556
S -1.52816 0.14011 0.08050
N -1.21146 1.75761 -0.37222
C -0.23419 2.03007 -1.14615
C 0.65461 1.09730 -1.80476
N 1.33804 0.37849 -2.40689
H 0.46835 -2.46042 0.53261
H 0.55403 -1.91036 2.17918
H -1.03283 -2.19124 1.44011
H -0.06161 3.07890 -1.37061
*
```



C4H4N2S in the gas phase at a distorted geometry, computed with the ωB97M-V functional and the def2-TZVPD basis.

The total energy comes out at -662.33094 a.u. The value obtained for the HOMO-LUMO gap is 8.5676 eV. Its energy above the lowest of the compared OMol25 structures with the same formula, charge and spin is 122.2 kcal per mole. The calculation puts the HOMO energy at -8.78 eV. Its structure (SMILES) is C1=NN=C[C@@H]2S[C@@H]12. The LUMO energy is -0.208 eV.

Structure (ORCA input):
```
! wB97M-V def2-TZVPD RIJCOSX def2/J DEFGRID3
* xyz 0 1
C 0.44732 -1.41978 0.01103
N 1.46894 -0.70134 -0.29101
N 1.45451 0.54610 0.05917
C 0.40292 1.38005 0.11067
C -0.72396 0.67802 -0.46172
S -2.29249 -0.08781 -0.06217
C -0.69117 -0.52776 0.40608
H 0.44780 -2.49577 -0.29963
H 0.56654 2.52210 0.47121
H -0.56117 0.46993 -1.50884
H -0.51925 -0.36376 1.56520
*
```



C4H4N2S2 in the gas phase, computed with the ωB97M-V functional and the def2-TZVPD basis.

The total energy comes out at -1060.65550 a.u. The value obtained for the HOMO-LUMO gap is 7.9877 eV. Its energy above the lowest of the compared OMol25 structures with the same formula, charge and spin is 37.7 kcal per mole. The calculation puts the HOMO energy at -8.33 eV. Its structure (SMILES) is S=c1cccnn1S. The LUMO energy is -0.340 eV.

Structure (ORCA input):
```
! wB97M-V def2-TZVPD RIJCOSX def2/J DEFGRID3
* xyz 0 1
S -1.46226 1.61476 0.00988
C -0.03733 0.78620 -0.01403
C 1.27899 1.36364 -0.01288
C 2.38877 0.57193 -0.00776
C 2.21432 -0.83680 0.01270
N 1.04391 -1.39864 0.00774
N -0.03496 -0.59969 -0.00105
S -1.59429 -1.40646 -0.00734
H 1.32498 2.45582 -0.00465
H 3.38990 1.00860 0.01235
H 3.04622 -1.52021 0.00640
H -0.98744 -2.59846 0.03028
*
```



C4H4N2S2 in the gas phase at a distorted geometry, computed with the ωB97M-V functional and the def2-TZVPD basis.

The total energy comes out at -1060.59683 a.u. The value obtained for the HOMO-LUMO gap is 7.6090 eV. Its energy above the lowest of the compared OMol25 structures with the same formula, charge and spin is 74.5 kcal per mole. The calculation puts the HOMO energy at -8.29 eV. Its structure (SMILES) is S=c1cccnn1S. The LUMO energy is -0.680 eV.

Structure (ORCA input):
```
! wB97M-V def2-TZVPD RIJCOSX def2/J DEFGRID3
* xyz 0 1
S 1.52230 1.26797 2.06961
C 0.45722 0.61261 1.10464
C -0.31888 -0.50985 1.27983
C -0.97224 -1.17086 0.22327
C -0.63923 -0.83584 -1.02453
N 0.12636 0.15959 -1.26838
N 0.54306 0.93702 -0.30325
S 1.80223 2.01436 -0.89406
H -0.52979 -1.16281 2.22857
H -1.80133 -1.96373 0.48224
H -1.24897 -1.25282 -1.83613
H 1.05926 1.90437 -2.06182
*
```